1.
Entry from the OMol25 dataset: a 2-piece molecular cluster, C7H18N6O overall at a distorted geometry (ωB97M-V/def2-TZVPD).

Geometry (Å):
C (-0.299, -0.703, 0.757)
C (-1.131, 1.637, -0.078)
C (-1.318, 0.435, 0.660)
C (1.556, 1.442, 1.758)
C (4.962, -0.857, -1.360)
C (-3.556, 0.734, -0.610)
C (-4.218, -0.642, -0.697)
N (0.962, -0.567, 0.830)
N (-0.654, 2.725, -0.298)
N (-0.869, -1.916, 0.640)
N (-2.093, 0.596, -0.616)
N (1.691, 0.545, 0.873)
N (4.722, -0.252, -0.029)
O (-3.730, -1.437, 0.368)
H (-1.944, 0.481, 1.551)
H (0.795, 1.430, 2.532)
H (3.706, -0.090, 0.156)
H (2.258, 2.259, 1.754)
H (4.576, -0.208, -2.142)
H (6.029, -0.996, -1.517)
H (4.470, -1.824, -1.423)
H (-3.865, 1.348, -1.460)
H (-3.848, 1.233, 0.316)
H (-3.986, -1.117, -1.661)
H (-5.300, -0.503, -0.631)
H (-0.894, 3.313, -1.088)
H (-1.878, -2.003, 0.665)
H (-0.309, -2.726, 0.843)
H (-1.770, 0.018, -1.394)
H (5.201, 0.655, 0.040)
H (5.090, -0.865, 0.709)
H (-4.357, -2.145, 0.553)

Properties
HOMO level	-15.1188	eV
charge	+2
LUMO energy	-5.89	eV
relative energy (zero: lowest compared OMol25 entry of this formula, charge and spin)	0.393	eV
largest force on an atom	1.6	eV/Å

2.
Entry from the OMol25 dataset: an isolated ion of composition C5H14NO and charge +1 at a distorted geometry (ωB97M-V/def2-TZVPD).

Geometry (Å):
C (-1.273, -0.679, -1.240)
N (-0.733, 0.126, -0.159)
C (-1.287, 1.523, -0.266)
C (0.718, 0.079, 0.062)
C (1.415, 0.804, -1.168)
C (1.308, -1.337, 0.154)
O (0.960, 0.810, 1.237)
H (-1.094, -0.215, -2.204)
H (-0.922, -1.692, -1.173)
H (-2.389, -0.484, -1.101)
H (-1.168, -0.232, 0.779)
H (-1.308, 1.965, -1.327)
H (-2.358, 1.551, -0.127)
H (-0.689, 2.305, 0.348)
H (1.187, 0.177, -2.094)
H (2.553, 0.788, -1.188)
H (0.983, 1.838, -1.187)
H (1.848, -1.384, 1.058)
H (1.903, -1.655, -0.751)
H (0.431, -2.040, 0.323)
H (1.781, 1.434, 1.229)

Properties
HOMO level	-15.1057	eV
charge	+1
LUMO energy	-3.00	eV
relative energy (zero: lowest compared OMol25 entry of this formula, charge and spin)	2.117	eV
SMILES	C[NH+](C)C(C)(C)O
largest force on an atom	5.1	eV/Å

3.
Entry from the OMol25 dataset: C20H30Br2Cl18F3N3O5P as an isolated structure at a distorted geometry (ωB97M-V/def2-TZVPD).

Geometry (Å):
C (-1.314, -3.979, -5.251)
N (-0.982, -2.720, -4.529)
C (0.369, -2.789, -4.000)
C (0.440, -2.790, -2.447)
C (1.940, -2.849, -2.079)
N (2.096, -2.520, -0.632)
C (1.441, -1.224, -0.184)
C (0.896, -1.558, 1.259)
O (1.235, -0.483, 2.148)
O (2.244, -0.886, 3.027)
C (0.420, -0.625, -1.183)
C (-0.447, 0.461, -0.431)
C (0.444, 1.677, 0.062)
C (-0.106, 3.005, -0.436)
F (-1.436, 3.274, -0.310)
C (0.630, 4.001, -0.966)
F (1.244, 3.892, -2.109)
F (0.757, 5.171, -0.425)
C (0.909, 0.161, -2.434)
Br (-0.518, 0.509, -3.724)
C (2.115, 0.608, -2.787)
C (3.358, 0.391, -1.937)
Br (2.439, 1.567, -4.417)
N (-0.362, -1.743, -1.769)
P (-1.616, -2.446, -0.919)
O (-1.227, -3.457, 0.090)
O (-2.669, -1.441, -0.275)
O (-2.499, -3.267, -1.992)
H (-0.873, -3.945, -6.259)
H (-2.405, -4.035, -5.344)
H (-0.952, -4.831, -4.668)
H (-1.080, -1.961, -5.190)
H (0.921, -3.653, -4.406)
H (0.919, -1.901, -4.362)
H (0.022, -3.761, -2.138)
H (2.232, -3.900, -2.191)
H (2.566, -2.256, -2.749)
H (1.766, -3.342, -0.116)
H (3.100, -2.452, -0.443)
H (2.269, -0.562, 0.083)
H (1.366, -2.450, 1.693)
H (-0.185, -1.646, 1.312)
H (3.026, -1.096, 2.489)
H (-1.181, 0.918, -1.099)
H (-1.013, 0.083, 0.423)
H (0.439, 1.729, 1.158)
H (1.482, 1.580, -0.270)
H (4.239, 0.646, -2.536)
H (3.376, 1.084, -1.084)
H (3.524, -0.637, -1.604)
H (-3.062, -1.944, 0.462)
H (-2.213, -4.192, -1.960)
C (-1.136, -1.159, 4.562)
Cl (-2.133, -0.569, 5.886)
Cl (-0.756, -2.869, 4.767)
Cl (-1.938, -0.899, 3.006)
H (-0.206, -0.602, 4.559)
C (1.984, -5.816, 5.953)
Cl (3.449, -5.055, 5.320)
Cl (0.810, -6.079, 4.655)
Cl (2.370, -7.332, 6.762)
H (1.542, -5.144, 6.680)
C (-3.345, 4.748, 2.001)
Cl (-3.571, 5.812, 3.388)
Cl (-3.229, 3.063, 2.521)
Cl (-4.657, 4.951, 0.840)
H (-2.416, 5.017, 1.513)
C (2.799, -1.865, 8.163)
Cl (4.286, -1.139, 7.550)
Cl (1.617, -2.058, 6.862)
Cl (3.132, -3.421, 8.927)
H (2.378, -1.202, 8.909)
C (0.611, 6.867, -4.137)
Cl (-0.130, 6.973, -5.735)
Cl (2.317, 6.426, -4.269)
Cl (0.426, 8.387, -3.263)
H (0.102, 6.090, -3.579)
C (-6.490, 7.778, -0.875)
Cl (-7.056, 8.444, 0.658)
Cl (-7.454, 8.397, -2.218)
Cl (-4.778, 8.139, -1.118)
H (-6.608, 6.702, -0.841)

Properties
HOMO level	-10.9049	eV
charge	+1
LUMO energy	-3.50	eV
largest force on an atom	3.4	eV/Å

4.
Entry from the OMol25 dataset: C34H28NOPPdSSe as an isolated structure (ωB97M-V/def2-TZVPD).

Geometry (Å):
Pd (1.372, -0.168, 0.856)
C (2.636, -2.052, -1.540)
C (2.410, -0.633, -1.970)
C (2.738, -0.266, -3.300)
C (2.609, 1.026, -3.701)
C (2.220, 2.018, -2.771)
C (2.156, 3.390, -3.091)
C (1.866, 4.294, -2.105)
C (1.648, 3.876, -0.782)
C (1.674, 2.542, -0.435)
S (1.469, 2.039, 1.232)
C (1.936, 1.594, -1.458)
N (1.962, 0.262, -1.114)
H (2.214, -2.744, -2.270)
H (2.194, -2.266, -0.573)
H (3.712, -2.238, -1.494)
H (3.088, -1.036, -3.974)
H (2.842, 1.321, -4.717)
H (2.360, 3.707, -4.106)
H (1.828, 5.351, -2.335)
H (1.467, 4.614, -0.011)
O (-0.168, -1.951, 0.148)
P (-1.585, -1.818, -0.315)
C (-1.847, -2.450, -1.989)
C (-0.965, -2.045, -2.988)
C (-1.146, -2.461, -4.297)
C (-2.216, -3.287, -4.618)
C (-3.104, -3.687, -3.630)
C (-2.924, -3.268, -2.319)
C (-2.698, -2.752, 0.749)
C (-4.000, -2.336, 1.013)
C (-4.821, -3.105, 1.825)
C (-4.342, -4.284, 2.378)
C (-3.040, -4.697, 2.124)
C (-2.218, -3.934, 1.310)
C (-2.194, -0.126, -0.386)
C (-2.016, 0.654, 0.756)
C (-2.418, 1.979, 0.767)
C (-3.003, 2.529, -0.364)
C (-3.184, 1.759, -1.505)
C (-2.781, 0.432, -1.520)
H (-0.150, -1.380, -2.739)
H (-0.457, -2.135, -5.066)
H (-2.359, -3.615, -5.640)
H (-3.940, -4.328, -3.879)
H (-3.619, -3.588, -1.552)
H (-4.368, -1.407, 0.594)
H (-5.831, -2.776, 2.034)
H (-4.981, -4.879, 3.017)
H (-2.664, -5.611, 2.565)
H (-1.195, -4.235, 1.124)
H (-1.544, 0.226, 1.629)
H (-2.259, 2.573, 1.657)
H (-3.313, 3.567, -0.362)
H (-3.634, 2.195, -2.387)
H (-2.918, -0.162, -2.415)
Se (1.378, -0.567, 3.203)
C (-0.414, -0.630, 3.872)
C (-1.023, 0.526, 4.356)
C (-2.312, 0.477, 4.870)
C (-3.004, -0.726, 4.913)
C (-2.398, -1.883, 4.441)
C (-1.112, -1.835, 3.923)
H (-0.482, 1.463, 4.320)
H (-2.776, 1.383, 5.242)
H (-4.007, -0.762, 5.317)
H (-2.928, -2.826, 4.473)
H (-0.639, -2.733, 3.545)

Properties
HOMO level	-7.1469	eV
charge	0
LUMO energy	-0.04	eV
relative energy (zero: lowest compared OMol25 entry of this formula, charge and spin)	0.364	eV
largest force on an atom	0.4	eV/Å

5.
Entry from the OMol25 dataset: a 2-piece molecular cluster, C2H5NO3 overall at a distorted geometry (ωB97M-V/def2-TZVPD).

Geometry (Å):
O (0.663, -1.977, 0.555)
C (0.987, -1.523, -0.534)
N (0.868, -0.154, -0.978)
C (1.245, 1.034, -0.170)
O (2.273, 1.118, 0.373)
H (1.347, -2.290, -1.304)
H (0.317, 0.050, -1.834)
H (0.500, 1.872, -0.337)
H (-3.231, 1.184, 1.599)
H (-2.553, -0.178, 1.394)
O (-2.416, 0.863, 1.236)

Properties
HOMO level (spin up / spin down)	-14.9384 / -14.9365	eV
charge	+1
LUMO energy (spin up / spin down)	-5.45 / -10.49	eV
relative energy (zero: lowest compared OMol25 entry of this formula, charge and spin)	1.952	eV
spin multiplicity	2
largest force on an atom	4.2	eV/Å

6.
Entry from the OMol25 dataset: C43H68FGeN4O4RbSi3 as an isolated structure at a distorted geometry (ωB97M-V/def2-TZVPD).

Geometry (Å):
Rb (0.365, -0.015, 1.746)
C (0.540, -2.742, 4.979)
C (1.590, -2.379, 3.965)
C (1.670, -3.059, 2.752)
C (2.626, -2.729, 1.799)
C (2.694, -3.441, 0.475)
C (3.526, -1.703, 2.080)
C (3.494, -1.028, 3.295)
C (4.526, 0.015, 3.621)
C (2.511, -1.371, 4.222)
H (-0.357, -3.126, 4.490)
H (0.257, -1.881, 5.583)
H (0.904, -3.515, 5.659)
H (0.961, -3.855, 2.554)
H (2.284, -2.805, -0.314)
H (2.133, -4.376, 0.500)
H (3.725, -3.675, 0.209)
H (4.279, -1.437, 1.346)
H (5.427, -0.455, 4.021)
H (4.164, 0.714, 4.375)
H (4.813, 0.586, 2.738)
H (2.468, -0.841, 5.167)
F (0.500, -4.794, -3.774)
C (0.470, -3.456, -3.988)
C (0.512, -2.608, -2.915)
C (0.425, -1.229, -3.099)
C (0.433, -0.352, -1.896)
O (0.622, -0.873, -0.795)
C (0.210, 1.047, -2.190)
C (0.131, 1.439, -3.486)
N (0.212, 0.639, -4.582)
C (0.074, 1.204, -5.899)
C (0.795, 2.477, -6.206)
C (1.266, 1.190, -6.817)
C (0.307, -0.726, -4.403)
C (0.297, -1.609, -5.489)
C (0.367, -2.978, -5.294)
N (0.335, -3.817, -6.446)
C (0.871, -5.167, -6.398)
C (0.928, -5.694, -7.841)
N (0.983, -4.511, -8.762)
C (-0.334, -3.772, -8.760)
C (-0.833, -3.739, -7.310)
C (0.060, 2.190, -1.167)
O (0.037, 3.333, -1.624)
O (-0.034, 1.829, 0.038)
H (0.579, -2.995, -1.908)
H (-0.002, 2.499, -3.663)
H (-0.908, 1.067, -6.338)
H (1.407, 2.906, -5.426)
H (0.284, 3.193, -6.832)
H (2.174, 0.766, -6.411)
H (1.095, 1.024, -7.872)
H (0.254, -1.227, -6.499)
H (0.277, -5.869, -5.807)
H (1.870, -5.129, -5.962)
H (0.032, -6.247, -8.117)
H (1.796, -6.323, -8.022)
H (1.244, -4.786, -9.708)
H (1.695, -3.870, -8.406)
H (-1.006, -4.299, -9.436)
H (-0.131, -2.777, -9.152)
H (-1.528, -4.568, -7.122)
H (-1.378, -2.818, -7.122)
O (-2.216, 0.906, 1.545)
C (-3.244, 0.289, 0.794)
C (-4.172, -0.402, 1.777)
C (-3.448, -1.432, 2.656)
C (-2.849, -2.543, 1.842)
C (-3.636, -3.624, 1.443)
C (-3.092, -4.604, 0.635)
C (-1.770, -4.474, 0.234)
C (-1.060, -3.373, 0.681)
N (-1.568, -2.432, 1.476)
H (-1.563, 1.310, 0.938)
H (-2.821, -0.445, 0.095)
H (-3.797, 1.029, 0.204)
H (-4.984, -0.887, 1.227)
H (-4.631, 0.351, 2.421)
H (-4.158, -1.848, 3.374)
H (-2.659, -0.936, 3.223)
H (-4.664, -3.682, 1.775)
H (-3.687, -5.454, 0.325)
H (-1.293, -5.208, -0.401)
H (-0.026, -3.230, 0.388)
C (2.185, 5.631, 3.830)
Si (1.716, 4.439, 2.443)
C (1.391, 5.393, 0.859)
C (3.142, 3.241, 2.156)
Ge (-0.224, 3.245, 3.077)
Si (-0.183, 2.365, 5.284)
C (1.587, 1.924, 5.763)
C (-1.242, 0.806, 5.400)
C (-0.840, 3.644, 6.505)
Si (-2.267, 4.321, 2.541)
C (-2.179, 6.096, 3.178)
C (-3.691, 3.436, 3.400)
C (-2.538, 4.352, 0.683)
H (3.060, 6.227, 3.557)
H (2.422, 5.101, 4.755)
H (1.366, 6.321, 4.041)
H (2.341, 5.686, 0.403)
H (0.829, 6.308, 1.059)
H (0.837, 4.795, 0.132)
H (4.036, 3.772, 1.820)
H (2.874, 2.513, 1.386)
H (3.396, 2.699, 3.069)
H (2.049, 1.316, 4.985)
H (1.623, 1.365, 6.702)
H (2.199, 2.820, 5.887)
H (-0.909, 0.043, 4.692)
H (-2.287, 1.026, 5.171)
H (-1.198, 0.370, 6.402)
H (-0.259, 4.566, 6.449)
H (-0.782, 3.271, 7.531)
H (-1.883, 3.891, 6.299)
H (-1.955, 6.127, 4.247)
H (-3.129, 6.614, 3.022)
H (-1.404, 6.660, 2.655)
H (-3.697, 3.642, 4.473)
H (-3.612, 2.358, 3.255)
H (-4.651, 3.768, 2.996)
H (-1.831, 5.026, 0.196)
H (-3.552, 4.693, 0.452)
H (-2.390, 3.371, 0.234)

Properties
HOMO level (spin up / spin down)	-7.6615 / -9.2340	eV
charge	+1
LUMO energy (spin up / spin down)	-3.24 / -3.24	eV
relative energy (zero: lowest compared OMol25 entry of this formula, charge and spin)	0.297	eV
spin multiplicity	2
largest force on an atom	1.3	eV/Å

7.
Entry from the OMol25 dataset: an isolated ion of composition C16H19N2O and charge +1 at a distorted geometry (ωB97M-V/def2-TZVPD).

Geometry (Å):
C (-1.037, 1.210, -6.194)
C (-0.498, 1.038, -4.756)
O (0.661, 1.317, -4.493)
N (-1.409, 0.553, -3.787)
C (-1.189, 0.337, -2.430)
C (-2.217, -0.075, -1.558)
C (-1.980, -0.294, -0.211)
N (-0.747, -0.172, 0.342)
C (-0.547, -0.344, 1.805)
C (-1.204, -1.642, 2.232)
C (-1.200, 0.812, 2.562)
C (0.994, -0.468, 2.341)
C (1.761, 0.682, 2.604)
C (3.150, 0.668, 2.857)
C (3.818, -0.551, 3.034)
C (3.061, -1.728, 2.973)
C (1.673, -1.667, 2.717)
C (0.240, 0.277, -0.459)
C (0.047, 0.523, -1.810)
H (-2.002, 1.748, -6.223)
H (-0.310, 1.801, -6.763)
H (-1.158, 0.251, -6.708)
H (-2.338, 0.478, -4.164)
H (-3.221, -0.210, -1.943)
H (-2.808, -0.614, 0.439)
H (-0.775, -2.494, 1.685)
H (-1.054, -1.827, 3.322)
H (-2.285, -1.661, 2.062)
H (-0.677, 1.769, 2.438)
H (-2.223, 1.002, 2.229)
H (-1.274, 0.610, 3.655)
H (1.288, 1.673, 2.562)
H (3.722, 1.606, 2.847)
H (4.892, -0.573, 3.249)
H (3.592, -2.687, 3.070)
H (1.151, -2.630, 2.787)
H (1.203, 0.401, 0.041)
H (0.899, 0.880, -2.356)

Properties
HOMO level	-12.1300	eV
charge	+1
LUMO energy	-3.77	eV
relative energy (zero: lowest compared OMol25 entry of this formula, charge and spin)	0.000	eV
SMILES	CC(=O)Nc1cc[n+](C(C)(C)c2ccccc2)cc1
largest force on an atom	3.3	eV/Å

8.
Entry from the OMol25 dataset: C20H26AlClF10MgN4O8 as an isolated structure at a distorted geometry (ωB97M-V/def2-TZVPD).

Geometry (Å):
C (3.859, -5.579, -0.615)
C (3.428, -4.220, -1.423)
Cl (3.962, -2.828, -0.293)
C (1.834, -4.309, -1.603)
C (1.184, -3.222, -2.600)
C (2.347, -2.259, -3.216)
N (3.375, -1.658, -3.470)
C (0.622, -4.039, -3.874)
O (-0.584, -4.395, -4.043)
O (1.537, -4.341, -4.910)
C (0.120, -2.220, -1.933)
C (-0.133, -1.047, -3.024)
N (-0.585, -0.169, -3.719)
C (0.802, -1.460, -0.653)
O (-0.131, -0.524, -0.012)
N (0.618, 0.533, 0.446)
O (1.092, 0.287, 1.514)
C (-1.225, -2.896, -1.383)
O (-1.116, -3.722, -0.433)
C (-2.716, -2.531, -1.941)
F (-2.877, -1.117, -1.618)
F (-2.794, -2.584, -3.372)
C (-3.907, -3.280, -1.177)
F (-3.873, -2.878, 0.212)
F (-5.156, -2.792, -1.691)
C (-3.938, -4.883, -1.254)
F (-5.341, -5.259, -1.327)
F (-3.482, -5.456, 0.000)
C (-3.240, -5.553, -2.528)
O (-3.648, -5.394, -3.718)
O (-2.114, -6.444, -2.391)
H (3.283, -5.520, 0.389)
H (4.972, -5.583, -0.341)
H (3.495, -6.533, -1.139)
H (4.030, -4.252, -2.398)
H (1.621, -5.363, -2.046)
H (1.382, -4.327, -0.545)
H (1.113, -2.276, 0.087)
H (1.706, -0.819, -0.982)
H (-1.761, -6.407, -1.470)
C (-0.171, 7.249, 3.742)
C (-0.794, 6.034, 3.061)
N (0.028, 5.472, 1.993)
C (-0.682, 4.499, 1.168)
C (-1.141, 3.205, 1.837)
C (1.389, 5.102, 2.353)
C (1.573, 4.083, 3.478)
H (0.072, 8.028, 3.016)
H (-0.879, 7.671, 4.461)
H (0.735, 6.990, 4.294)
H (-1.748, 6.360, 2.635)
H (-1.032, 5.283, 3.824)
H (-0.066, 4.247, 0.298)
H (-1.566, 4.994, 0.749)
H (-0.307, 2.525, 2.008)
H (-1.845, 2.685, 1.182)
H (-1.652, 3.380, 2.787)
H (1.930, 6.014, 2.630)
H (1.917, 4.741, 1.464)
H (0.924, 4.279, 4.335)
H (2.605, 4.120, 3.839)
H (1.395, 3.064, 3.132)
O (-8.070, -5.140, 0.588)
H (-7.309, -4.692, 0.198)
H (-8.472, -5.607, -0.156)
Mg (4.814, 0.225, -3.603)
F (5.407, 9.699, 2.106)
Al (4.120, 8.504, 1.837)
F (3.079, 8.414, 3.278)
F (4.845, 6.907, 1.533)
F (3.144, 8.987, 0.432)

Properties
HOMO level	-8.7146	eV
charge	0
LUMO energy	-7.15	eV
largest force on an atom	7.1	eV/Å